No. 1
CH5BrN as an isolated structure in a non-equilibrium geometry, computed with the ωB97M-V functional and the def2-TZVPD basis.

Results
Relative energy (zero: lowest compared OMol25 entry of this formula, charge and spin) in kcal/mol: 15.92
F_max in Eh/bohr: 0.0996
Orbital gap in eV: 11.00

The geometry in ORCA input format:
```
! RIJCOSX wB97M-V def2-TZVPD def2/J DEFGRID3
* xyz 1 1
C 0.362 0.581 0.116
N -0.562 -0.579 -0.015
Br 2.200 0.009 -0.147
H 0.078 1.540 -0.890
H 0.253 1.087 1.071
H -1.310 -0.557 0.696
H -1.004 -0.627 -0.944
H -0.018 -1.454 0.113
*
```

No. 2
C39H46HgOP2 as an isolated structure in a non-equilibrium geometry, computed with the ωB97M-V functional and the def2-TZVPD basis.

Results
F_max in Eh/bohr: 0.0343
Orbital gap (spin up / spin down) in eV: 2.44 / 2.45

The geometry in ORCA input format:
```
! RIJCOSX wB97M-V def2-TZVPD def2/J DEFGRID3
* xyz 0 1
Hg 0.592 -0.393 1.889
C 4.621 -1.640 -1.939
C 3.624 -0.768 -2.108
C 2.658 -0.784 -3.251
C 1.371 -1.629 -2.990
C 1.533 -3.125 -2.943
C 2.663 -3.823 -3.174
C 3.941 -3.350 -3.800
C 5.015 -2.746 -2.869
C 2.537 -1.434 1.676
H 5.217 -1.614 -1.018
H 3.418 -0.026 -1.322
H 3.126 -1.105 -4.183
H 2.310 0.249 -3.391
H 0.900 -1.335 -2.030
H 0.650 -1.415 -3.804
H 0.628 -3.688 -2.667
H 2.666 -4.899 -3.007
H 3.699 -2.586 -4.552
H 4.415 -4.210 -4.302
H 5.536 -3.497 -2.257
H 5.753 -2.345 -3.582
H 3.308 -0.787 2.112
H 2.822 -1.640 0.630
H 2.576 -2.383 2.241
P -2.442 3.460 1.590
P -4.338 0.956 1.823
C -3.503 3.006 0.228
C -4.414 2.021 0.383
C -2.806 5.279 1.649
C -3.347 5.996 0.569
C -3.574 7.375 0.675
C -3.306 8.045 1.874
C -2.816 7.324 2.972
C -2.582 5.950 2.870
C -0.819 3.390 0.702
C -0.392 2.106 0.331
C 0.794 1.936 -0.374
C 1.565 3.051 -0.717
C 1.129 4.334 -0.371
C -0.058 4.509 0.352
C -6.211 0.898 2.061
C -6.840 2.095 2.449
C -8.230 2.161 2.555
C -9.014 1.033 2.278
C -8.391 -0.168 1.923
C -6.994 -0.241 1.831
C -4.074 -0.660 0.995
C -3.706 -1.737 1.826
C -3.584 -3.016 1.292
C -3.783 -3.224 -0.078
C -4.075 -2.143 -0.916
C -4.191 -0.854 -0.387
H -3.373 3.538 -0.714
H -5.228 1.838 -0.327
H -3.600 5.502 -0.367
H -3.969 7.930 -0.181
H -3.479 9.121 1.961
H -2.618 7.830 3.920
H -2.217 5.382 3.723
H -0.999 1.233 0.622
H 1.136 0.933 -0.632
H 2.503 2.908 -1.254
H 1.707 5.206 -0.664
H -0.404 5.511 0.614
H -6.242 2.990 2.648
H -8.716 3.094 2.846
H -10.101 1.079 2.351
H -8.982 -1.057 1.711
H -6.517 -1.179 1.555
H -3.560 -1.555 2.894
H -3.344 -3.850 1.957
H -3.695 -4.232 -0.488
H -4.219 -2.305 -1.987
H -4.405 -0.022 -1.058
C 7.639 -4.425 1.516
C 7.098 -4.190 0.091
C 8.172 -3.422 -0.689
C 6.885 -5.555 -0.584
O 5.971 -3.478 0.079
H 8.568 -5.003 1.492
H 6.908 -4.973 2.112
H 7.853 -3.472 2.007
H 9.118 -3.962 -0.791
H 7.772 -3.181 -1.677
H 8.337 -2.477 -0.168
H 6.125 -6.114 -0.034
H 6.502 -5.401 -1.596
H 7.801 -6.150 -0.635
*
```

No. 3
C8H12CaCl2N4O8 as an isolated structure in a non-equilibrium geometry, computed with the ωB97M-V functional and the def2-TZVPD basis.

Results
Relative energy (zero: lowest compared OMol25 entry of this formula, charge and spin) in kcal/mol: 21.94
F_max in Eh/bohr: 0.1004
Orbital gap in eV: 7.80

The geometry in ORCA input format:
```
! RIJCOSX wB97M-V def2-TZVPD def2/J DEFGRID3
* xyz 0 1
Ca 0.192 0.141 0.354
Cl 1.460 -2.040 2.493
O 1.124 -2.162 3.847
O 2.537 -2.991 2.278
O 0.357 -2.362 1.648
O 1.819 -0.664 2.168
Cl -3.329 -1.838 -0.524
O -4.300 -1.223 -1.390
O -2.203 -0.948 -0.393
O -4.027 -1.994 0.752
O -2.939 -3.077 -1.111
C 4.635 2.015 0.067
C 3.324 1.518 -0.320
N 2.216 1.134 -0.509
H 5.150 1.372 0.780
H 4.473 2.994 0.517
H 5.167 2.135 -0.877
C -0.634 -2.687 -3.646
C 0.058 -1.991 -2.532
N 0.631 -1.516 -1.625
H -1.249 -1.914 -4.107
H -1.291 -3.457 -3.241
H 0.071 -3.118 -4.357
C 0.259 3.538 -2.921
C -0.230 2.446 -2.149
N -0.626 1.562 -1.540
H -0.239 3.470 -3.888
H 1.347 3.478 -2.961
H 0.170 4.481 -2.381
C -2.532 0.668 4.677
C -1.796 0.397 3.425
N -1.180 0.226 2.424
H -2.051 1.206 5.494
H -3.043 -0.158 5.171
H -3.320 1.358 4.374
*
```

No. 4
One molecule with the formula CH2Cl2, computed with the ωB97M-V functional and the def2-TZVPD basis.

Results
Relative energy (zero: lowest compared OMol25 entry of this formula, charge and spin) in kcal/mol: 0.67
F_max in Eh/bohr: 0.0183
Orbital gap in eV: 12.09

The geometry in ORCA input format:
```
! RIJCOSX wB97M-V def2-TZVPD def2/J DEFGRID3
* xyz 0 1
Cl -0.821 -1.142 0.965
C -0.006 0.153 0.072
Cl 0.687 -0.442 -1.479
H -0.686 0.937 -0.227
H 0.826 0.493 0.670
*
```

No. 5
One molecule with the formula C8H16O in a non-equilibrium geometry, computed with the ωB97M-V functional and the def2-TZVPD basis.

Results
Relative energy (zero: lowest compared OMol25 entry of this formula, charge and spin) in kcal/mol: 40.37
F_max in Eh/bohr: 0.1302
Orbital gap in eV: 10.77

The geometry in ORCA input format:
```
! RIJCOSX wB97M-V def2-TZVPD def2/J DEFGRID3
* xyz 0 1
C 2.862 0.403 -0.056
C 1.606 -0.403 0.120
O 1.280 -0.989 -1.142
C 0.405 0.280 0.898
C -0.736 -0.738 1.265
C -1.549 -1.195 0.025
C -2.371 0.023 -0.423
C -1.383 1.204 -0.735
C -0.298 1.513 0.263
H 3.548 -0.286 -0.430
H 3.236 0.948 0.837
H 2.736 1.244 -0.805
H 1.949 -1.259 0.666
H 0.498 -1.488 -1.241
H 0.926 0.752 1.768
H -1.522 -0.296 1.913
H -0.526 -1.776 1.636
H -1.072 -1.644 -0.697
H -2.308 -1.982 0.117
H -2.833 -0.260 -1.405
H -3.177 0.396 0.193
H -1.998 2.106 -0.855
H -0.795 0.899 -1.580
H -0.652 1.970 1.103
H 0.539 2.066 -0.219
*
```

No. 6
An isolated ion of composition C5H7N2 and charge +1 in a non-equilibrium geometry, computed with the ωB97M-V functional and the def2-TZVPD basis.

Results
Relative energy (zero: lowest compared OMol25 entry of this formula, charge and spin) in kcal/mol: 88.87
F_max in Eh/bohr: 0.0784
Orbital gap in eV: 8.95

The geometry in ORCA input format:
```
! RIJCOSX wB97M-V def2-TZVPD def2/J DEFGRID3
* xyz 1 1
C -0.517 -1.168 -0.547
C 0.792 -1.279 -0.683
C 1.746 -0.801 0.275
C 1.567 0.287 0.954
N 0.460 1.005 0.892
C -0.512 1.564 0.599
N -1.520 2.297 0.314
H -1.117 -1.599 -1.262
H -0.903 -0.779 0.342
H 1.207 -1.863 -1.466
H 2.645 -1.253 0.398
H 2.190 0.558 1.748
H -2.305 2.690 0.817
H -1.452 2.751 -0.579
*
```

Which of these has the highest F_max? C8H16O

The highest F_max belongs to which entry? C8H16O

Among the records above, which one has the highest F_max? C8H16O

Among the records above, which one has the highest F_max? C8H16O